The following is a quantum chemistry calculation of a structure of composition C17H23NO9SSi2, from the Open Molecules 2025 dataset.

Atoms and positions in Å:
C -5.0879 2.6837 4.7437
H -0.0219 -5.1131 -4.2553
H -0.0537 4.0454 4.8726
C 4.1457 3.1084 3.7380
H -0.9910 -0.0570 2.6606
H 4.1624 4.1320 4.3434
H 1.2720 -1.1190 -9.0474
O 0.6204 -0.4911 -7.0569
H 6.0915 2.8872 5.0268
C 1.1744 -2.0514 0.2194
C 1.0244 -2.6357 -7.9356
Si -2.8798 2.5144 2.6998
O 1.1695 -3.5373 -1.6213
O 1.3720 -2.0897 -9.1576
C 1.2586 3.2299 2.5978
H 4.8960 1.4212 5.2234
O -1.6950 -0.4724 2.1165
C -1.0291 -1.2289 1.1697
H 5.9757 1.6111 3.6203
O -1.4003 2.1933 3.6365
O -1.5709 -3.3843 -1.6076
H 2.2557 -2.0553 0.2688
H -2.7811 -1.9420 0.2160
C 0.6788 -4.5292 -6.4362
H 0.4656 -3.9481 -2.1694
C 0.2217 -2.2752 -5.5566
H 4.4237 3.3491 2.6263
C 0.5041 -2.7587 -0.6922
N -5.4624 4.0045 4.6995
O -0.1277 -4.1429 -4.1470
O 0.7094 -5.7355 -6.2199
H -4.2353 0.7194 3.9126
C 0.2467 -3.5948 -5.3601
C -1.6991 -1.9336 0.2558
C 0.4596 -1.2274 1.2067
H -5.2733 4.3539 3.7307
H -0.0881 -1.5844 -4.7826
H 1.0899 2.6379 1.6005
C -0.9834 -2.7382 -0.7464
C 5.3438 2.1815 4.4297
H 1.3477 -4.6466 -8.5170
O 1.0477 -0.5551 2.0464
C 0.6189 -1.7001 -6.8510
C 1.0528 -3.9552 -7.7382
C -4.4832 1.8064 3.4978
H -5.2683 2.1137 5.7769
S 2.4566 2.2947 3.7539
H -5.3076 1.6983 2.6534
H -2.7749 1.8811 1.3600
H 1.7810 4.2841 2.4036
H -3.1111 3.9367 2.4475
H -1.1270 4.7689 2.8496
Si -0.4144 3.6450 3.4943

Values from the calculation:
HOMO = -8.44 eV
largest force on an atom = 5.7 eV/Å
charge = 0
LUMO level = -0.0675 hartree
calculated total energy = -2370.59727 Ha

So, what does the Löwdin scheme give us? The charges, in e, come out as:
1. C -0.2513
2. H 0.1274
3. H -0.0246
4. C -0.5659
5. H 0.0923
6. H 0.0837
7. H 0.1171
8. O 0.1087
9. H 0.0809
10. C 0.0788
11. C -0.2081
12. Si 0.5380
13. O 0.0737
14. O 0.0806
15. C -0.6042
16. H 0.0773
17. O 0.0312
18. C -0.2022
19. H 0.0756
20. O -0.4602
21. O 0.1055
22. H 0.1377
23. H 0.1366
24. C -0.3022
25. H 0.0783
26. C 0.0862
27. H 0.0777
28. C -0.2049
29. N 0.0203
30. O 0.0572
31. O 0.1106
32. H 0.0911
33. C -0.1917
34. C 0.0782
35. C -0.3006
36. H 0.0187
37. H 0.1395
38. H 0.0508
39. C -0.3034
40. C -0.1847
41. H 0.1385
42. O 0.0944
43. C -0.3032
44. C 0.0783
45. C -0.3086
46. H 0.1177
47. S 0.6850
48. H 0.0989
49. H -0.0205
50. H 0.0643
51. H -0.0506
52. H -0.0435
53. Si 0.4997